C9H16O2 | ωB97M-V/def2-TZVPD

Each atom is followed by the atoms it is bonded to, with distances in Å.
Cartesian coordinates (Å):
1 C 2.07 -0.34 0.59  C2 1.567, H12 1.084, H13 1.102, H14 1.145
2 C 1.53 0.19 -0.79  C1 1.567, C3 1.571, C4 1.560, C5 1.525
3 C 2.06 -0.77 -1.91  C2 1.571, H15 1.003, H16 1.096, H17 1.078
4 C 1.96 1.64 -1.18  C2 1.560, H18 1.127, H19 1.132, H20 1.108
5 C 0.01 0.16 -0.90  C2 1.525, O6 1.224, C7 1.533
6 O -0.54 0.85 -1.75  C5 1.224
7 C -0.81 -0.61 0.14  C5 1.533, C8 1.650, C9 1.579, H21 1.119
8 C -2.38 -0.98 -0.20  C7 1.650, C9 1.503, H22 1.115, H23 1.050
9 C -2.06 0.11 0.78  C7 1.579, C8 1.503, C10 1.547, H24 1.105
10 C -2.13 0.04 2.32  C9 1.547, O11 1.511, H25 1.090, H26 1.162
11 O -3.52 0.50 2.71  C10 1.511, H27 0.890
12 H 1.80 -1.38 0.68  C1 1.084
13 H 1.95 0.34 1.45  C1 1.102
14 H 3.22 -0.27 0.54  C1 1.145
15 H 3.01 -1.06 -1.72  C3 1.003
16 H 1.83 -0.29 -2.86  C3 1.096
17 H 1.43 -1.65 -1.92  C3 1.078
18 H 3.03 1.88 -0.93  C4 1.127
19 H 1.31 2.37 -0.60  C4 1.132
20 H 1.76 1.93 -2.23  C4 1.108
21 H -0.34 -1.41 0.77  C7 1.119
22 H -2.75 -0.77 -1.23  C8 1.115
23 H -2.86 -1.81 0.23  C8 1.050
24 H -2.08 1.18 0.50  C9 1.105
25 H -1.30 0.58 2.78  C10 1.090
26 H -2.20 -1.05 2.71  C10 1.162
27 H -4.02 0.62 1.99  O11 0.890

Computed properties:
**Spin multiplicity**: 1
**Energy**: -502.9148 a.u.

H3N7 | ωB97M-V/def2-TZVPD

Each atom is followed by the atoms it is bonded to, with distances in Å.
Cartesian coordinates (Å):
1 H 0.79 1.61 -0.67  N2 1.059
2 N 1.09 0.89 0.05  H1 1.059, N3 1.274
3 N 0.62 1.21 1.19  N2 1.274, N4 1.247
4 N 0.31 0.43 2.11  N3 1.247, N5 1.306
5 N -0.28 -0.73 1.94  N4 1.306, N6 1.254
6 N -0.61 -1.04 0.77  N5 1.254, N7 1.276
7 N 0.11 -0.76 -0.25  N6 1.276, N8 1.352
8 N -0.53 -0.51 -1.42  N7 1.352, H9 1.027, H10 1.083
9 H -1.55 -0.61 -1.39  N8 1.027
10 H 0.04 -0.48 -2.34  N8 1.083

Computed properties:
**Spin multiplicity**: 1
**Energy**: -384.8340 a.u.

Orbital gap in Eh, matching the order above: 0.3808, 0.3307
Energy above the lowest of the compared OMol25 structures with the same formula, charge and spin in kcal per mole, matching the order above: 29.9, 19.8